1.
Computed, not measured: an isolated molecule of C7H13Cl2P, with ωB97M-V with the def2-TZVPD basis set.

Computed properties:
Calculated total energy = -41802.6207 eV
Lowest unoccupied orbital energy = 0.55 eV
Strongest force on any atom = 0.0930 Eh/bohr
HOMO = -8.55 eV
Molar mass = 199.06 g/mol
Relative energy (zero: lowest compared OMol25 entry of this formula, charge and spin) = 8.9 kcal/mol

```
! wB97M-V def2-TZVPD RIJCOSX def2/J DEFGRID3
* xyz 0 1
Cl 0.485 2.000 -2.563
Cl 2.159 -0.794 -1.941
C -1.098 -0.703 -0.142
C -0.248 -0.542 0.950
C -2.302 -1.584 -0.283
C -0.388 -1.233 2.263
C 2.107 2.054 -0.624
C -0.738 0.198 -1.259
C 0.867 0.430 0.695
P 0.979 0.746 -1.089
H -2.468 -2.202 0.596
H -3.206 -0.984 -0.387
H -2.099 -2.233 -1.160
H 0.552 -1.410 2.782
H -0.985 -0.576 2.923
H -0.889 -2.238 2.121
H 2.861 2.127 -1.407
H 1.580 3.031 -0.552
H 2.646 1.824 0.293
H -0.875 -0.339 -2.200
H -1.371 1.094 -1.252
H 0.641 1.372 1.204
H 1.790 -0.036 1.032
*
```


2.
Computed, not measured: a cluster of 2 separate species, C7H13ClN2OS3 in total, with ωB97M-V with the def2-TZVPD basis set.

Computed properties:
Calculated total energy = -57522.6228 eV
Lowest unoccupied orbital energy = -0.34 eV
Strongest force on any atom = 0.0315 Eh/bohr
HOMO = -8.78 eV
Molar mass = 272.85 g/mol

```
! wB97M-V def2-TZVPD RIJCOSX def2/J DEFGRID3
* xyz 0 1
C -1.724 1.470 0.847
C -2.504 0.188 0.745
C -4.763 -1.074 -0.220
C 1.974 0.606 1.073
C 1.830 -0.395 -0.042
C 2.610 -1.683 -0.026
C 2.926 -0.634 -1.056
H -1.120 2.277 -2.074
H -2.283 1.186 -1.580
H -1.556 1.901 1.829
H -2.011 -0.480 0.030
H -2.557 -0.302 1.718
H -4.015 -1.853 -0.042
H 1.773 1.618 0.709
H 1.264 0.380 1.875
H 2.988 0.572 1.474
H 2.107 -2.579 -0.391
H 3.104 -2.177 1.765
H 2.599 -0.872 -2.063
H 4.127 1.257 -1.729
N -1.360 1.573 -1.389
N -1.202 2.098 -0.136
O 3.562 -1.890 0.964
S -4.206 0.525 0.154
S -6.238 -1.427 -0.782
S 4.501 0.210 -0.971
Cl 0.177 -0.496 -0.682
*
```


3.
Computed, not measured: a structure of composition C7H13I2OP, with ωB97M-V with the def2-TZVPD basis set.

Computed properties:
Calculated total energy = -34998.1985 eV
Lowest unoccupied orbital energy = -1.58 eV
Strongest force on any atom = 0.1975 Eh/bohr
HOMO = -6.41 eV
Molar mass = 397.96 g/mol

```
! wB97M-V def2-TZVPD RIJCOSX def2/J DEFGRID3
* xyz 0 1
C 1.456 -4.088 -0.205
C 1.029 -2.725 -0.235
P 0.332 -0.921 -0.119
C -1.439 -0.828 -0.825
C -2.230 0.582 -0.471
C -2.253 0.947 1.132
I -2.944 -0.683 2.431
O 1.484 0.150 -0.866
C 2.115 0.927 0.236
C 3.380 1.872 -0.303
H 1.875 -5.099 0.270
H 0.259 -0.614 1.287
H -1.494 -1.023 -2.000
H -2.066 -1.705 -0.327
H -1.768 1.522 -1.040
H -3.335 0.477 -0.906
H -1.213 1.326 1.547
H -3.004 1.858 1.256
H 1.234 1.583 0.696
H 2.515 0.206 1.086
H 4.279 1.215 -0.728
H 3.758 2.587 0.573
H 3.067 2.583 -1.193
I -5.035 -0.147 -1.297
*
```


4.
Computed, not measured: an isolated molecule of C7H13N, with ωB97M-V with the def2-TZVPD basis set.

Computed properties:
Calculated total energy = -8957.1429 eV
Lowest unoccupied orbital energy = 0.99 eV
Strongest force on any atom = 0.0782 Eh/bohr
HOMO = -8.16 eV
Molar mass = 111.19 g/mol
Relative energy (zero: lowest compared OMol25 entry of this formula, charge and spin) = 64.3 kcal/mol

```
! wB97M-V def2-TZVPD RIJCOSX def2/J DEFGRID3
* xyz 0 1
C -1.236 -0.286 0.963
C 2.296 -1.401 -0.424
C -0.568 -0.529 -1.575
C -2.228 0.855 0.776
C -0.069 -0.318 -0.186
C 0.855 0.606 0.360
C 1.284 1.812 0.687
N 1.287 -0.680 0.315
H -1.752 -1.244 0.836
H -0.852 -0.287 1.988
H 2.201 -1.292 -1.508
H 3.288 -1.054 -0.116
H 2.204 -2.466 -0.190
H 0.171 -0.980 -2.241
H -1.433 -1.205 -1.572
H -0.902 0.417 -2.010
H 2.304 1.945 1.028
H 0.623 2.667 0.665
H -1.762 1.823 0.979
H -2.638 0.877 -0.238
H -3.071 0.741 1.464
*
```


5.
Computed, not measured: an isolated molecule of C7H13N, with ωB97M-V with the def2-TZVPD basis set.

Computed properties:
Calculated total energy = -8957.7182 eV
Lowest unoccupied orbital energy = 0.53 eV
Strongest force on any atom = 0.0574 Eh/bohr
HOMO = -8.50 eV
Molar mass = 111.19 g/mol
Relative energy (zero: lowest compared OMol25 entry of this formula, charge and spin) = 51.1 kcal/mol

```
! wB97M-V def2-TZVPD RIJCOSX def2/J DEFGRID3
* xyz 0 1
C -0.735 -1.480 -0.879
C -0.976 -1.068 0.560
C -0.726 0.460 0.748
C 0.716 0.702 0.222
C 1.669 0.424 1.139
C 2.063 1.581 -1.700
C 0.899 1.427 -1.068
N -2.311 -1.378 1.072
H -1.206 -0.759 -1.561
H -1.262 -2.431 -1.035
H 0.297 -1.661 -1.186
H -0.317 -1.483 1.333
H -1.529 0.951 0.184
H -0.833 0.748 1.796
H 1.326 0.446 2.165
H 2.655 0.082 0.845
H 3.025 1.219 -1.357
H 2.019 1.980 -2.710
H 0.031 1.426 -1.720
H -2.522 -2.358 0.921
H -3.041 -0.856 0.595
*
```


6.
Computed, not measured: a cluster of 3 separate species, C7H13N in total, with ωB97M-V with the def2-TZVPD basis set.

Computed properties:
Calculated total energy = -8948.2232 eV
Lowest unoccupied orbital energy = 0.73 eV
Strongest force on any atom = 0.1212 Eh/bohr
HOMO = -8.36 eV
Molar mass = 111.19 g/mol
Relative energy (zero: lowest compared OMol25 entry of this formula, charge and spin) = 270.0 kcal/mol

```
! wB97M-V def2-TZVPD RIJCOSX def2/J DEFGRID3
* xyz 0 1
C 2.198 -0.164 -0.917
C 0.776 -0.104 -0.084
C 0.946 -0.801 1.187
C -1.263 1.490 0.024
C -1.743 0.011 0.227
C -1.904 -1.289 -0.471
C -0.629 -0.448 -0.758
H 1.753 -0.407 -2.150
H 2.687 1.222 -0.562
H 3.061 -1.275 -0.357
H 1.630 -0.115 1.847
H 1.600 -1.644 1.140
H 0.042 -0.860 1.745
H 0.944 2.214 0.523
H -2.021 2.216 -0.764
H -1.579 1.911 1.216
H -1.593 0.124 1.339
H -2.553 -1.415 -1.410
H -2.047 -2.141 0.190
H -0.729 0.145 -1.792
N 0.426 1.329 -0.174
*
```


7.
Computed, not measured: a structure of composition C7H13N, with ωB97M-V with the def2-TZVPD basis set.

Computed properties:
Calculated total energy = -8953.4476 eV
Lowest unoccupied orbital energy = 0.91 eV
Strongest force on any atom = 0.1622 Eh/bohr
HOMO = -8.92 eV
Molar mass = 111.19 g/mol
Relative energy (zero: lowest compared OMol25 entry of this formula, charge and spin) = 149.6 kcal/mol

```
! wB97M-V def2-TZVPD RIJCOSX def2/J DEFGRID3
* xyz 0 1
C -0.560 0.402 0.418
C 0.889 0.317 1.313
C 1.519 -1.092 0.775
C 0.844 -1.370 -0.525
C 0.150 -0.101 -0.836
C -0.883 0.673 -1.809
C -1.075 1.379 -0.496
H -2.414 -0.247 0.660
H -1.580 -0.303 2.191
H 1.373 1.175 0.853
H 0.816 0.034 2.363
H 1.578 -1.849 1.536
H 2.542 -1.136 0.467
H 1.712 -1.522 -1.238
H 0.266 -2.205 -0.402
H 1.173 0.528 -0.752
H -2.085 0.242 -2.094
H -0.448 1.500 -2.601
H -2.111 2.011 -0.630
H -0.221 2.204 -0.324
N -1.484 -0.639 1.131
*
```


8.
Computed, not measured: an isolated molecule of C7H13N, with ωB97M-V with the def2-TZVPD basis set.

Computed properties:
Calculated total energy = -8958.9276 eV
Lowest unoccupied orbital energy = 1.06 eV
Strongest force on any atom = 0.0210 Eh/bohr
HOMO = -7.88 eV
Molar mass = 111.19 g/mol
Relative energy (zero: lowest compared OMol25 entry of this formula, charge and spin) = 23.2 kcal/mol

```
! wB97M-V def2-TZVPD RIJCOSX def2/J DEFGRID3
* xyz 0 1
C 1.944 -0.269 -0.987
C 0.541 -0.778 -0.922
C 0.209 -2.022 -0.615
N 1.076 -3.072 -0.303
C -0.548 0.264 -1.063
C -0.543 1.255 0.068
C -1.467 1.296 1.003
C -1.564 2.254 2.163
H 2.661 -1.068 -1.168
H 2.277 0.206 -0.060
H 2.067 0.440 -1.809
H -0.827 -2.321 -0.525
H 2.073 -2.893 -0.332
H 0.833 -3.934 -0.767
H -0.382 0.799 -2.006
H -1.549 -0.153 -1.160
H 0.322 1.912 0.087
H -2.325 0.635 0.932
H -2.183 1.844 2.960
H -2.023 3.197 1.853
H -0.593 2.409 2.647
*
```